w | C4H6BrNS | the ωB97M-V functional and the def2-TZVPD basis

## Properties
Gap between HOMO and LUMO ... 9.27 eV

The geometry in XYZ format:
```
13
C4H6BrNS the ωB97M-V functional and the def2-TZVPD basis
C -0.6592 -0.9410 -1.2748
C -0.9614 -1.6954 0.0185
C 0.6603 0.2926 0.0202
C 0.5143 2.0280 0.8104
N 0.0913 0.0602 -1.2154
S 0.0252 -0.8440 1.2803
Br 2.6627 0.0954 -0.0564
H -1.1132 -1.2589 -2.1715
H -2.0720 -1.5678 0.0949
H -0.5235 -2.7757 -0.2314
H -0.5059 2.0891 0.9885
H 0.8139 2.6124 -0.0033
H 1.0675 1.9051 1.7400
```

=====

x | C4H6BrNS | the ωB97M-V functional and the def2-TZVPD basis

## Properties
Gap between HOMO and LUMO ... 8.20 eV

The geometry in XYZ format:
```
13
C4H6BrNS the ωB97M-V functional and the def2-TZVPD basis
C 2.2317 0.3455 -0.0599
C 0.0804 1.0573 -0.4697
C -0.4109 -0.4643 -0.3994
C -1.6026 -0.6031 0.6096
N 1.4424 1.1413 -0.5380
S 0.9057 -1.5600 0.2567
Br 4.0616 0.2223 0.2391
H -0.3760 1.4919 -1.3524
H -0.2926 1.6655 0.4182
H -0.5241 -1.0508 -1.3261
H -1.7981 -1.6498 0.6825
H -2.4943 -0.0572 0.3288
H -1.2233 -0.5385 1.6108
```

=====

Which is the most stable structure? w is the most stable.

=====

w | C4H10NO2P | the ωB97M-V functional and the def2-TZVPD basis

## Properties
Gap between HOMO and LUMO ... 8.92 eV
SMILES ... OP(O)[C@@H]1CCCN1

The geometry in XYZ format:
```
18
C4H10NO2P the ωB97M-V functional and the def2-TZVPD basis
C 1.7332 0.3724 -0.6196
C 1.0125 1.2892 0.3552
C 1.1442 -1.0206 -0.5518
C -0.3407 0.1302 0.7040
N 0.3052 -1.1424 0.5939
O -2.6259 -1.2443 0.0180
O -2.5269 1.2791 0.1056
P -1.7337 0.0633 -0.5498
H 1.6269 0.7216 -1.6897
H 2.8573 0.4907 -0.5421
H 1.3840 1.3755 1.3917
H 0.6339 2.1880 -0.0967
H 0.4917 -1.1925 -1.4034
H 1.8823 -1.8712 -0.5934
H -0.8364 0.3285 1.7256
H -2.2831 -2.0843 -0.2739
H 0.6922 -1.3185 1.5741
H -3.4168 1.6353 -0.1477
```

=====

x | C4H10NO2P | the ωB97M-V functional and the def2-TZVPD basis

## Properties
Gap between HOMO and LUMO ... 10.40 eV
SMILES ... CN1CCO[P@@H](=O)C1

The geometry in XYZ format:
```
18
C4H10NO2P the ωB97M-V functional and the def2-TZVPD basis
C -0.6661 -1.0192 0.6915
C 0.7793 -1.6281 0.7690
C 0.3575 1.0073 -0.9042
C -1.7979 1.0474 0.0881
N -0.5068 0.4123 0.4589
O 2.8199 0.1352 -1.9958
O 1.5837 -1.3105 -0.3417
P 1.9283 0.1573 -0.8756
H -1.2174 -1.4461 -0.0973
H -1.1309 -1.1209 1.5833
H 1.0977 -1.1546 1.7650
H 0.5659 -2.6476 0.7140
H -0.1998 1.0329 -1.7413
H 0.4433 2.0424 -0.5083
H -2.4634 0.5742 -0.7743
H -2.4585 1.0615 1.0913
H -1.6619 2.1741 -0.1497
H 2.5271 0.6824 0.2273
```

=====

Which is the most stable structure? w is the most stable.

=====

w | CH5S3 | the ωB97M-V functional and the def2-TZVPD basis

## Properties
Net charge ... -1
Gap between HOMO and LUMO ... 6.78 eV

The geometry in XYZ format:
```
9
CH5S3 the ωB97M-V functional and the def2-TZVPD basis
S -1.2326 2.1083 -0.7225
H 0.0654 2.5230 -1.1725
C 0.2580 -1.4295 -0.1915
S 0.2132 -1.3397 1.5917
S 0.2366 0.6809 1.8683
H -0.4768 -0.8132 -0.7022
H 1.1396 -0.8508 -0.4781
H 0.0722 -2.3340 -0.8882
H -0.2755 1.4550 0.6950
```

=====

x | CH5S3 | the ωB97M-V functional and the def2-TZVPD basis

## Properties
Net charge ... -1
Gap between HOMO and LUMO ... 6.21 eV

The geometry in XYZ format:
```
9
CH5S3 the ωB97M-V functional and the def2-TZVPD basis
S 1.8100 -1.2926 -1.9744
H 0.5005 -1.5864 -1.7311
C -1.2973 0.4887 0.6469
S 0.1172 1.6048 0.7954
S 1.7736 0.4072 1.1128
H -1.2528 -0.0664 -0.2797
H -2.1152 1.2150 0.5830
H -1.4374 -0.1078 1.5447
H 1.9013 -0.6626 -0.6976
```

=====

Which is the most stable structure? x is the most stable.

=====

w | CH14O6 | the ωB97M-V functional and the def2-TZVPD basis

## Properties
Gap between HOMO and LUMO ... 11.07 eV
SMILES ... CO.O.O.O.O.O

The geometry in XYZ format:
```
21
CH14O6 the ωB97M-V functional and the def2-TZVPD basis
C -0.6368 -0.6311 0.3818
O 0.7629 -0.5759 0.5124
H -1.1458 0.1249 0.9865
H -0.9490 -1.6257 0.6758
H -0.9635 -0.4392 -0.6420
H 1.0635 0.3479 0.5425
H 1.0421 2.9448 1.3045
H 0.9643 2.3853 -0.2290
O 1.0956 2.2004 0.7051
H 0.2979 0.9295 -1.6888
H -0.5475 1.5786 -2.7801
O 0.1150 1.7777 -2.1116
H -0.9570 -1.3944 -2.9910
H -1.5932 -0.5477 -4.1594
O -1.5698 -0.6890 -3.2120
H -0.6907 0.9391 4.6889
H -0.7679 0.4383 3.2176
O -0.6266 1.2094 3.7686
H 1.9647 -3.5254 0.8685
H 1.5058 -2.2442 0.1446
O 1.6362 -3.2034 0.0170
```

=====

x | CH14O6 | the ωB97M-V functional and the def2-TZVPD basis

## Properties
Gap between HOMO and LUMO ... 11.27 eV
SMILES ... CO.O.O.O.O.O

The geometry in XYZ format:
```
21
CH14O6 the ωB97M-V functional and the def2-TZVPD basis
C -1.9859 -2.2658 1.1420
O -1.2899 -1.4628 0.1635
H -1.4159 -3.2044 1.1864
H -2.0081 -1.7309 2.0828
H -2.9577 -2.5946 0.7753
H -1.3056 -1.8816 -0.6873
H 1.7856 3.5103 -1.8642
H 1.6159 2.3529 -0.9660
O 1.9322 2.5614 -1.8672
H -0.7329 1.7360 -1.0557
H -0.9540 0.5647 -0.0888
O -0.2616 0.9888 -0.6434
H 1.8052 2.1321 1.5133
H 0.4928 1.9164 0.9795
O 1.0091 2.6423 1.4018
H 0.5079 -0.4842 -1.6225
H 0.6309 -1.5180 -2.7280
O -0.0044 -1.0147 -2.2538
H 1.6771 -1.0161 1.9118
H 0.2765 -0.7853 1.3078
O 1.1828 -0.4465 1.3129
```

=====

Which is the most stable structure? w is the most stable.